Molecular formula: C57H142N9O19Zn
Method: DFT, wB97M-V/def2-TZVPD

For the molar mass, the calculation gives 1323.2 g/mol. Its HOMO-LUMO gap is 6.5 eV. As for the net charge: +1. As for the LUMO energy: -3.36 eV. As for the HOMO energy: -9.844 eV. For the relative energy (zero: lowest compared OMol25 entry of this formula, charge and spin), the calculation gives 0.00 kcal per mole. As for the electronic energy: -162122.6538 eV.

```
228
C57H142N9O19Zn (wB97M-V/def2-TZVPD)
Zn -2.7919 2.0593 3.4362
C -0.3039 -0.5552 1.5721
C -1.0245 0.6625 0.9304
C -1.9424 0.1738 -0.1650
O -1.6190 1.4399 1.9380
H 0.2266 -1.1306 0.8135
H -0.8905 -1.1034 2.3093
H 0.5547 -0.1865 2.1333
H -0.2793 1.2435 0.3871
H -1.4559 -0.5143 -0.8563
H -2.2472 1.0629 -0.7169
H -2.7528 -0.4126 0.2681
C -2.6966 -9.6552 -1.9311
O -3.3374 -8.4849 -1.4059
C -3.6973 -7.5863 -2.4575
C -4.5395 -6.5177 -1.8307
N -3.7805 -5.8238 -0.7918
C -2.8092 -4.8644 -1.3722
C -1.9423 -4.3224 -0.2483
O -0.8262 -5.0936 0.0757
C 0.1495 -4.4525 0.8943
H -1.6182 -9.5921 -2.0763
H -3.0939 -9.9028 -2.9154
H -2.8380 -10.5319 -1.2990
H -4.4113 -8.1362 -3.0706
H -2.7872 -7.2370 -2.9453
H -5.3862 -7.0815 -1.4390
H -4.9055 -5.8349 -2.5975
H -3.2990 -6.6257 -0.4106
H -3.4536 -4.1140 -1.8303
H -2.1530 -5.3199 -2.1138
H -2.4948 -4.2643 0.6895
H -1.6553 -3.2964 -0.4790
H 0.5022 -3.5088 0.4783
H 1.0368 -5.0855 0.8868
H -0.1145 -4.4087 1.9510
C 6.2423 -3.3197 0.1933
O 5.0951 -3.9653 -0.2671
C 5.1024 -5.3802 -0.1343
C 4.0136 -6.0835 -0.8790
N 4.0002 -5.6433 -2.3028
C 2.7165 -5.8776 -2.9649
C 1.5473 -4.8998 -2.6402
O 2.1001 -3.5702 -2.6964
C 1.1514 -2.5311 -2.4761
H 7.0665 -3.5420 -0.4845
H 6.5279 -3.4772 1.2334
H 6.0652 -2.2479 0.1039
H 5.1044 -5.5748 0.9382
H 6.0401 -5.7510 -0.5481
H 3.1291 -5.9415 -0.2580
H 4.2105 -7.1539 -0.9383
H 4.0052 -4.6421 -2.1701
H 2.2176 -6.8401 -2.8518
H 2.9131 -5.8052 -4.0345
H 1.0458 -5.0866 -1.6906
H 0.7542 -5.0122 -3.3795
H 0.4047 -2.3824 -3.2561
H 1.7658 -1.6328 -2.4151
H 0.6681 -2.6881 -1.5118
C -0.6965 -2.6093 -11.0087
O -2.0206 -2.5585 -10.5589
C -2.1410 -3.2770 -9.3318
C -1.4870 -2.6334 -8.0820
N -2.0002 -1.2850 -7.8959
C -1.8072 -0.8727 -6.4992
C -2.1791 0.6539 -6.3495
O -1.9288 1.1763 -5.0252
C -2.7325 0.5961 -3.9703
H -0.3335 -3.6338 -11.0905
H 0.0192 -1.9775 -10.4826
H -0.7249 -2.1250 -11.9848
H -1.6928 -4.2637 -9.4492
H -3.1763 -3.5097 -9.0827
H -0.4021 -2.7261 -8.1337
H -1.8551 -3.3193 -7.3191
H -1.6320 -0.6447 -8.5849
H -0.7784 -1.0581 -6.1905
H -2.4691 -1.4404 -5.8452
H -3.2491 0.7291 -6.5431
H -1.6562 1.3077 -7.0475
H -2.5706 1.1881 -3.0695
H -2.4516 -0.4344 -3.7533
H -3.7922 0.6384 -4.2223
C 5.5541 7.1817 3.9012
O 4.8854 6.0590 3.4783
C 4.6279 5.9682 2.1634
C 3.8910 4.6438 1.8049
N 2.5865 4.7180 2.4077
C 1.8280 3.4611 2.2328
C 2.3344 2.3920 3.1818
O 2.1283 2.8362 4.5077
C 2.4183 1.9503 5.5731
H 5.5369 7.0381 4.9815
H 4.9486 8.0478 3.6338
H 6.5700 7.1043 3.5139
H 5.5913 5.9843 1.6536
H 4.1242 6.8614 1.7939
H 4.3906 3.7060 2.0479
H 3.8212 4.6141 0.7175
H 2.7295 5.0123 3.3632
H 1.8141 3.0654 1.2173
H 0.7697 3.5745 2.4676
H 3.4057 2.2554 3.0346
H 1.7842 1.4593 3.0573
H 1.8107 1.0485 5.4966
H 2.1730 2.5119 6.4745
H 3.4656 1.6523 5.6219
C -5.8053 -2.6965 0.3367
O -5.5346 -1.3391 0.0290
C -5.9376 -0.9675 -1.2909
C -5.5994 0.4981 -1.3868
N -6.0339 1.1233 -2.6125
C -5.5430 2.4779 -2.7044
C -6.2520 3.1360 -3.8623
O -7.6116 3.0907 -3.5918
C -8.3958 3.7623 -4.6232
H -6.8683 -2.9273 0.2681
H -5.5172 -2.9037 1.3673
H -5.3483 -3.4560 -0.2977
H -6.9903 -1.1958 -1.4571
H -5.3455 -1.4887 -2.0431
H -4.5302 0.6221 -1.2151
H -6.0272 0.9356 -0.4848
H -7.0403 1.2053 -2.5884
H -4.4547 2.4250 -2.6756
H -5.8795 3.0374 -1.8316
H -6.0976 2.5997 -4.7985
H -5.9368 4.1794 -3.8528
H -8.0613 3.3570 -5.5781
H -8.2490 4.8420 -4.6536
H -9.4500 3.5367 -4.4623
C 3.7574 -1.2239 2.0390
O 3.7842 0.0004 1.2590
C 3.2363 -0.2156 0.0017
C 2.7794 1.0397 -0.7710
N 3.9235 1.9438 -1.1902
C 3.5195 3.0292 -2.0648
C 4.6127 4.0888 -2.4021
O 5.2465 4.5687 -1.2097
C 6.3403 5.4864 -1.4762
H 4.4112 -1.0675 2.8971
H 3.9975 -2.1381 1.4961
H 2.7620 -1.3488 2.4654
H 2.3697 -0.8639 0.1310
H 3.9450 -0.7338 -0.6443
H 1.9289 1.5059 -0.2735
H 2.4466 0.7048 -1.7534
H 4.3729 2.2334 -0.3333
H 2.7157 3.6104 -1.6128
H 3.2068 2.6158 -3.0236
H 4.1664 4.9556 -2.8895
H 5.3659 3.6083 -3.0265
H 6.1024 6.3666 -2.0735
H 7.1279 4.9497 -2.0051
H 6.7290 5.8123 -0.5115
C -0.0302 -3.1158 6.6792
O 0.1757 -2.0803 5.6563
C 1.1468 -2.4708 4.7517
C 2.5904 -2.2386 5.2579
N 3.6255 -3.1169 4.6758
C 4.8136 -3.0230 5.4421
C 6.0483 -3.6677 4.8115
O 5.9909 -5.0785 4.8228
C 7.0599 -5.5986 4.0341
H 0.7038 -3.9208 6.7131
H -1.0278 -3.5508 6.6174
H 0.0034 -2.6288 7.6538
H 1.1455 -1.7769 3.9110
H 0.9864 -3.4514 4.3037
H 2.5693 -2.4688 6.3231
H 2.6718 -1.1828 4.9991
H 3.3493 -4.0852 4.5977
H 4.7023 -3.4212 6.4506
H 4.9773 -1.9608 5.6240
H 6.9178 -3.4199 5.4204
H 6.1825 -3.1754 3.8483
H 6.9326 -5.3890 2.9721
H 7.0905 -6.6825 4.1443
H 8.0493 -5.2419 4.3203
C 0.5178 9.6456 0.5109
O 0.1860 8.2685 0.5497
C 1.1829 7.4160 -0.0523
C 0.6784 5.9725 -0.1125
N -0.5658 5.8746 -0.9348
C -1.0447 4.5062 -0.7374
C -2.6033 4.5514 -1.0600
O -3.2236 5.4526 -0.1469
C -4.6098 5.6336 -0.4172
H -0.1334 10.3846 0.9776
H 0.7445 9.8774 -0.5298
H 1.4318 9.8175 1.0794
H 2.1073 7.4204 0.5253
H 1.3874 7.7105 -1.0816
H 0.5449 5.6757 0.9278
H 1.3835 5.2831 -0.5770
H -1.2196 6.6426 -0.8819
H -0.9758 4.2141 0.3104
H -0.5097 3.8201 -1.3941
H -3.0200 3.5506 -0.9462
H -2.8237 4.7808 -2.1026
H -4.8940 6.4421 0.2564
H -5.1256 4.6773 -0.3293
H -4.6541 6.1075 -1.3978
C -2.4550 5.2908 3.3837
O -1.9574 3.9875 3.7394
C -1.3298 3.9847 4.9662
C -0.8916 2.5599 5.3314
N -2.0709 1.7244 5.3084
C -1.6962 0.3099 5.3903
C -2.9372 -0.5471 5.0071
O -3.4732 -0.0678 3.7502
C -4.1762 -0.9866 2.9523
H -3.2452 5.6167 4.0601
H -2.9731 5.2073 2.4284
H -1.7282 6.0989 3.3013
H -2.0756 4.2727 5.7072
H -0.4555 4.6313 5.0408
H -0.4167 2.5841 6.3122
H -0.2155 2.2902 4.5200
H -2.5820 1.8484 6.1706
H -1.3112 0.0765 6.3830
H -0.9795 0.1129 4.5930
H -3.6714 -0.5206 5.8123
H -2.7662 -1.6235 4.9893
H -4.5466 -0.4427 2.0833
H -5.0003 -1.4529 3.4921
H -3.4618 -1.7336 2.6063
```